CH4N2PS | ωB97M-V/def2-TZVPD

XYZ file:
```
9
Properties=species:S:1:pos:R:3:forces:R:3:nbo_charge:R:1
C 0.48247 -1.06214 0.74509 0.78 -0.17 0.29 -0.06
N 0.69761 -2.31134 1.15700 0.37 0.87 2.60 -0.75
N -1.28346 3.20372 -1.58878 -1.56 0.03 -1.71 -0.98
P -2.41897 2.95358 -2.47919 0.57 -0.27 0.84 1.49
S 0.64092 -0.56014 -0.78729 -0.67 0.55 -0.67 -0.17
H 0.35642 -0.41400 1.62043 -0.04 0.22 -0.44 0.19
H 1.20046 -2.36038 2.04792 -0.82 -0.34 -0.26 0.40
H 0.77155 -3.11123 0.60676 0.30 -0.99 -1.55 0.40
H -0.44699 3.66193 -1.32194 1.08 0.10 0.91 0.48
```
Positions in Å, forces in eV/Å.

## Properties
* charge: +1
* LUMO: -0.26513 hartree
* E_tot: -24196.85605 eV